A molecular structure, C37H42AsF6N5OS3TeTi. Source: the OMol25 dataset; level of theory: ωB97M-V/def2-TZVPD.

XYZ file:
```
97
C37H42AsF6N5OS3TeTi ωB97M-V/def2-TZVPD
Ti 1.7302 -0.9830 -1.2477
C 3.6213 -0.5828 3.3557
C 2.4962 0.4096 3.6191
N 1.1828 -0.0516 3.1675
C 1.0369 -0.3420 1.8070
S 1.5746 0.8197 0.6411
N 0.4740 -1.4453 1.4831
N 0.2848 -1.6307 0.1146
C -0.5733 -2.6158 -0.1990
C -1.3238 -3.3714 0.8655
C -0.7999 -2.9323 -1.5159
C -1.5909 -4.0336 -1.9827
C -1.2446 -4.6680 -3.1270
C 0.0459 -4.3337 -3.6907
C 0.6729 -3.2123 -3.3323
N -0.0458 -2.2217 -2.5376
H 4.5709 -0.1992 3.7353
H 3.4208 -1.5405 3.8417
H 3.7314 -0.7610 2.2846
H 2.4083 0.6204 4.6879
H 2.7108 1.3547 3.1207
H 0.8684 -0.8590 3.6943
H -1.3313 -2.8196 1.7986
H -2.3495 -3.5566 0.5470
H -0.8433 -4.3376 1.0329
H -2.4392 -4.3716 -1.3986
H -1.8224 -5.4954 -3.5156
H 0.5587 -5.0427 -4.3301
H 1.6797 -2.9573 -3.6211
C -2.1830 0.7663 4.4768
C -3.3791 -0.1711 4.3179
C -4.6158 0.5136 4.9137
C -3.0845 -1.4612 5.0974
C -3.6389 -0.5224 2.8541
C -4.7235 -1.3578 2.5244
C -4.9825 -1.7507 1.2278
C -4.1327 -1.3027 0.2191
S -4.0786 -1.7094 -1.4645
C -2.6106 -0.7408 -1.6128
N -2.2504 -0.1160 -0.5527
C -3.0635 -0.4563 0.5209
C -2.8202 -0.0662 1.8382
C -1.9543 -0.6333 -2.9399
C -2.5633 0.2838 -3.7971
C -2.0897 0.5330 -5.0730
C -0.9788 -0.1732 -5.5049
C -0.3616 -1.0846 -4.6690
C -0.8141 -1.3299 -3.3701
H -2.0286 0.9767 5.5378
H -2.3391 1.7168 3.9633
H -1.2645 0.3289 4.0816
H -4.4396 0.7626 5.9633
H -5.4967 -0.1288 4.8636
H -4.8408 1.4365 4.3761
H -2.8868 -1.2297 6.1474
H -2.2081 -1.9647 4.6845
H -3.9226 -2.1590 5.0574
H -5.3740 -1.7207 3.3111
H -5.8118 -2.4106 1.0065
H -1.9641 0.5662 2.0281
H -3.4334 0.8160 -3.4320
H -2.5813 1.2556 -5.7109
H -0.5811 -0.0165 -6.5009
H 0.5070 -1.6185 -5.0220
O 0.5809 0.6407 -2.0941
S 0.9302 1.9508 -2.7686
C 2.4229 2.6157 -1.9673
C 3.3548 3.0512 -3.0877
C 3.3098 1.9094 -4.1004
C 1.8315 1.6194 -4.3280
H 2.8640 1.7820 -1.4164
H 2.1252 3.3911 -1.2638
H 4.3579 3.2241 -2.6966
H 3.0087 3.9856 -3.5411
H 3.7922 1.0247 -3.6830
H 3.8100 2.1642 -5.0360
H 1.6084 0.5898 -4.5901
H 1.3852 2.2940 -5.0615
Te -0.7131 2.8173 0.4867
C 0.6874 4.1089 1.3888
C 1.1370 5.2622 0.7467
C 2.0883 6.0829 1.3401
C 2.6129 5.7571 2.5823
C 2.1705 4.6120 3.2325
C 1.2125 3.7995 2.6449
H 0.7369 5.5199 -0.2276
H 2.4259 6.9747 0.8253
H 3.3620 6.3906 3.0411
H 2.5755 4.3487 4.2026
H 0.8709 2.9053 3.1522
F 2.2465 -2.7250 -1.1721
As 4.7325 -2.4430 -2.8417
F 3.4560 -0.6022 -0.8151
F 2.3381 -0.8926 -3.0346
F 5.3868 -0.8785 -3.1959
F 5.8496 -3.2515 -3.9277
F 5.7276 -2.7005 -1.4531
```

Summary:
Net charge: -1
Multiplicity: 2
LUMO level (spin up / spin down): 2.1790 / 1.5148 eV
ΔE to the lowest compared entry with this formula, charge and spin: 17.1 kcal per mole
HOMO energy (spin up / spin down): -0.1430 / -0.1472 Ha

13 unconnected molecules or ions with the total composition C87H169N7O19 in a non-equilibrium geometry. Source: the OMol25 dataset; level of theory: ωB97M-V/def2-TZVPD.

XYZ file:
```
282
C87H169N7O19 ωB97M-V/def2-TZVPD
O 0.8838 5.7181 -3.1733
C 0.3718 6.6608 -2.5964
O -0.6930 7.2857 -3.1825
C -1.2041 8.2211 -2.2374
C -0.5341 7.8519 -0.8815
C 0.7477 7.2700 -1.3092
H -2.2778 8.2588 -2.0533
H -0.9279 9.2071 -2.6112
H -1.1857 7.1609 -0.3466
H -0.2625 8.7204 -0.2815
H 1.2113 6.5115 -0.6784
H 1.4949 8.0629 -1.2755
O 1.3389 4.9633 2.5309
C 0.6961 5.3020 3.4977
O 1.2081 5.2978 4.6844
C 0.3174 5.8640 5.6451
C -1.0991 5.7089 5.0135
C -0.6324 5.8735 3.5434
H 0.5994 6.8941 5.8630
H 0.3520 5.2510 6.5457
H -1.7946 6.4116 5.4725
H -1.4379 4.6909 5.2056
H -0.5402 6.9477 3.3829
H -1.3391 5.5659 2.7727
O -0.9848 0.2877 -5.3808
C -0.0835 1.1321 -5.2418
O 1.0437 1.2053 -6.1137
C 1.9570 2.2298 -5.7044
C 1.1770 3.0021 -4.6556
C -0.0556 2.1393 -4.1182
H 2.2971 2.8303 -6.5481
H 2.8475 1.7668 -5.2793
H 0.7696 3.8528 -5.2019
H 1.6554 3.3820 -3.7529
H -1.0004 2.6821 -4.0902
H 0.0791 1.6670 -3.1451
O 3.3848 -0.3361 2.9977
C 3.9294 0.7602 2.9798
O 4.8396 0.9039 1.9997
C 5.4120 2.2291 2.0587
C 5.0754 2.6446 3.4991
C 3.8551 1.9527 3.9394
H 4.7472 2.8417 1.4496
H 6.4688 2.0398 1.8703
H 5.0202 3.7332 3.4873
H 5.8126 2.3911 4.2609
H 2.9402 2.4911 3.6922
H 3.9330 1.8021 5.0162
O -3.2866 2.8107 -3.4060
C -3.6816 3.8695 -2.8777
O -4.8003 3.8614 -2.1189
C -5.0765 5.1369 -1.6287
C -3.7760 5.8660 -1.6119
C -2.9468 5.1415 -2.7474
H -5.6318 5.0357 -0.6963
H -5.6463 5.7620 -2.3163
H -3.3139 5.7987 -0.6270
H -3.9425 6.9432 -1.6062
H -1.9980 4.9540 -2.2446
H -2.8133 5.5929 -3.7305
O -5.4186 -3.3193 -2.6041
C -5.3372 -2.1881 -3.1505
O -5.4210 -1.1089 -2.4063
C -5.4442 0.1077 -3.1543
C -4.9254 -0.3491 -4.5009
C -5.2814 -1.8346 -4.6393
H -4.7345 0.8146 -2.7245
H -6.4171 0.5894 -3.2520
H -3.8439 -0.2425 -4.4162
H -5.1237 0.1913 -5.4264
H -4.5883 -2.3939 -5.2677
H -6.2121 -2.0600 -5.1600
C 3.7199 -1.6473 -3.9842
C 3.1907 -2.9974 -4.5971
C 3.4171 -3.9981 -3.4100
C 2.5885 -5.3199 -3.4346
C 1.1274 -4.9424 -3.7421
C 0.9617 -4.2301 -5.1367
N 1.7583 -2.9716 -5.0452
O 1.4250 -1.9528 -6.0015
C 1.2335 -5.1038 -6.3411
C -0.5116 -3.8952 -5.0284
C 4.2151 -3.3922 -5.8097
H 4.7606 -1.5816 -3.6669
H 3.0133 -1.4338 -3.1822
H 3.3833 -0.8386 -4.6329
H 4.4481 -4.3215 -3.2664
H 3.0886 -3.5042 -2.4956
H 2.6770 -5.8095 -2.4647
H 2.8828 -6.0554 -4.1832
H 0.7306 -4.2836 -2.9696
H 0.4340 -5.7813 -3.6827
H 2.0683 -5.7884 -6.1905
H 0.3019 -5.6292 -6.5511
H 1.3381 -4.4770 -7.2267
H -1.0263 -4.8557 -5.0014
H -0.6255 -3.2294 -4.1729
H -0.9095 -3.3259 -5.8684
H 5.2627 -3.1860 -5.5901
H 3.9461 -2.7714 -6.6643
H 3.9850 -4.4107 -6.1223
H 0.7726 -1.4658 -5.4926
C -0.1408 2.1867 5.6364
C -0.3227 0.6657 5.7386
C 1.0747 0.0504 5.2017
C 2.1665 0.1195 6.2620
C 1.6790 -0.5854 7.5275
C 0.4127 0.0387 8.1149
N -0.6148 0.0954 7.0472
O -1.8430 0.3811 7.5500
C -0.0345 -1.0501 9.1637
C 0.7463 1.3813 8.7847
C -1.4122 0.2439 4.7813
H -0.9006 2.7023 6.2237
H -0.1762 2.5052 4.5945
H 0.7722 2.6008 6.0644
H 0.7933 -0.9634 4.9165
H 1.3838 0.4312 4.2284
H 2.4760 1.1507 6.4327
H 3.0246 -0.4251 5.8681
H 2.4765 -0.6927 8.2628
H 1.4644 -1.5999 7.1915
H -0.2711 -1.9701 8.6292
H 0.7580 -1.1831 9.9001
H -0.9767 -0.8362 9.6684
H -0.2018 1.7715 9.1549
H 1.4275 1.1387 9.6003
H 1.2756 2.0755 8.1321
H -2.4004 0.5203 5.1488
H -1.3576 -0.8383 4.6631
H -1.2408 0.6880 3.8007
H -2.2563 -0.4615 7.3481
C 3.9935 4.3992 -1.6567
C 5.0470 4.8848 -2.7566
C 6.3769 5.5389 -2.0998
C 7.2948 4.4460 -1.5102
C 7.6597 3.4395 -2.6414
C 6.4507 2.7683 -3.2816
N 5.5328 3.8392 -3.7227
O 4.6353 3.4396 -4.5488
C 6.9872 1.9767 -4.5639
C 5.8993 1.7507 -2.2450
C 4.4475 6.0822 -3.6278
H 3.1031 4.9945 -1.4548
H 4.4573 4.1620 -0.6992
H 3.5074 3.5635 -2.1601
H 6.9691 6.1065 -2.8176
H 6.0598 6.1082 -1.2261
H 6.7985 3.8481 -0.7459
H 8.2216 4.8586 -1.1116
H 8.3138 2.7283 -2.1369
H 8.2812 3.9725 -3.3609
H 7.4213 2.5931 -5.3511
H 7.8337 1.3955 -4.1981
H 6.2842 1.3306 -5.0898
H 5.6886 2.2698 -1.3100
H 4.9993 1.2722 -2.6312
H 6.5720 0.9339 -1.9835
H 4.1047 6.7896 -2.8727
H 3.5719 5.8546 -4.2358
H 5.2419 6.4950 -4.2496
H 5.0557 3.7878 -5.3385
C -3.7002 -9.9221 0.5736
C -2.7679 -8.8621 -0.1725
C -3.2737 -8.8553 -1.6268
C -3.0203 -7.6823 -2.5259
C -3.4402 -6.3200 -1.7790
C -2.7351 -6.1788 -0.3972
N -2.9057 -7.4648 0.3575
O -2.5786 -7.3556 1.6997
C -1.2806 -5.7314 -0.5914
C -3.5306 -4.9996 0.2294
C -1.3054 -9.3039 -0.2908
H -3.5104 -10.0609 1.6380
H -3.7684 -10.9583 0.2425
H -4.7255 -9.5529 0.5529
H -2.8627 -9.6411 -2.2606
H -4.3492 -9.0302 -1.6531
H -3.5398 -7.6258 -3.4824
H -1.9744 -7.5931 -2.8195
H -4.5108 -6.3976 -1.5895
H -3.3043 -5.4146 -2.3706
H -0.7803 -6.3249 -1.3566
H -1.0946 -4.6830 -0.8248
H -0.7940 -5.7187 0.3838
H -3.0787 -4.7935 1.1997
H -3.4548 -4.1063 -0.3906
H -4.5124 -5.3445 0.5536
H -1.2771 -10.3157 -0.6951
H -0.7518 -9.2930 0.6481
H -0.7558 -8.7594 -1.0586
H -3.4217 -7.3604 2.1586
C -7.8431 3.4466 2.6855
C -8.0571 2.0017 2.1473
C -8.5484 2.0817 0.6367
C -7.3646 2.4433 -0.2738
C -6.2203 1.5191 -0.0177
C -5.7014 1.3901 1.4504
N -6.8610 1.1544 2.2904
O -6.4921 0.8948 3.6471
C -4.8390 0.0908 1.4445
C -4.8014 2.5715 1.8378
C -9.2732 1.4338 2.9600
H -7.1137 3.9844 2.0798
H -7.3971 3.5515 3.6745
H -8.7375 4.0597 2.5750
H -9.0460 1.1736 0.2964
H -9.2286 2.9270 0.5328
H -7.1381 3.5060 -0.1869
H -7.7075 2.3723 -1.3060
H -5.3987 1.7475 -0.6965
H -6.6321 0.5548 -0.3153
H -4.3640 -0.0646 2.4132
H -5.4460 -0.8061 1.3214
H -4.1164 0.1048 0.6285
H -4.5608 2.6639 2.8969
H -3.8332 2.4410 1.3545
H -5.1399 3.5786 1.5943
H -9.3087 0.3467 2.8885
H -10.2973 1.6237 2.6387
H -9.2965 1.6580 4.0264
H -6.6359 -0.0502 3.7355
C 5.9607 -4.4133 2.1574
C 4.5049 -4.0194 1.7748
C 3.9037 -5.1808 0.8896
C 2.4125 -5.2713 0.7474
C 1.7830 -5.2544 2.1165
C 2.2134 -4.0412 2.9850
N 3.6971 -3.8635 2.9781
O 4.1633 -2.8059 3.7650
C 1.4776 -2.7977 2.4412
C 1.6412 -4.2987 4.4094
C 4.5347 -2.7644 0.8619
H 5.8675 -4.9938 3.0752
H 6.5499 -3.4985 2.2202
H 6.4022 -4.9854 1.3413
H 4.3416 -5.2422 -0.1067
H 4.2813 -6.1484 1.2203
H 2.1330 -6.2229 0.2954
H 2.0659 -4.4035 0.1863
H 2.1400 -6.1110 2.6883
H 0.6949 -5.2938 2.0667
H 1.6987 -2.6075 1.3910
H 0.4020 -2.9613 2.3751
H 1.6610 -1.8665 2.9772
H 1.7816 -3.4362 5.0608
H 0.5861 -4.5494 4.2996
H 2.1159 -5.1207 4.9452
H 5.1467 -2.9478 -0.0213
H 4.9455 -1.8984 1.3808
H 3.5711 -2.4373 0.4713
H 3.8826 -2.0506 3.2431
C -0.2112 1.9498 1.3672
C 0.0165 2.0071 -0.1750
C 1.4880 1.5068 -0.5444
C 1.7683 0.0088 -0.4620
C 0.7400 -0.7894 -1.2810
C -0.7658 -0.3566 -0.9871
N -0.8412 1.1411 -0.9441
O -2.2316 1.4948 -0.7655
C -1.6287 -0.8839 -2.0891
C -1.1675 -1.0038 0.3619
C -0.0844 3.4919 -0.5838
H -1.1492 2.4199 1.6627
H 0.5343 2.4902 1.9506
H -0.0765 0.9377 1.7488
H 1.7121 1.7989 -1.5703
H 2.2760 2.0782 -0.0539
H 1.7620 -0.2853 0.5876
H 2.7635 -0.1926 -0.8586
H 0.9326 -1.8621 -1.2613
H 0.9555 -0.5578 -2.3241
H -1.6295 -0.2309 -2.9619
H -1.2317 -1.8396 -2.4313
H -2.6515 -1.0675 -1.7600
H -0.3438 -1.0369 1.0750
H -1.9908 -0.6064 0.9553
H -1.4522 -2.0473 0.2267
H -1.0665 3.9431 -0.4423
H 0.2492 3.6440 -1.6103
H 0.5974 4.0822 0.0284
H -2.4291 1.6200 -1.6965
```

Summary:
Net charge: 0
Multiplicity: 1
LUMO level: -0.0677 eV
HOMO energy: -0.2746 Ha

A single C16H17ClN4O4 molecule. Source: the OMol25 dataset; level of theory: ωB97M-V/def2-TZVPD.

XYZ file:
```
42
C16H17ClN4O4 ωB97M-V/def2-TZVPD
C -4.0618 -0.8074 -2.0530
N -2.9329 0.0448 -1.7416
C -1.7143 -0.4755 -1.4019
C -0.6780 0.3396 -1.1150
C -0.8172 1.7720 -1.1295
O 0.0614 2.5677 -0.8632
N -2.0899 2.2194 -1.4860
C -3.1575 1.4183 -1.7994
O -4.2406 1.8635 -2.1124
C -2.2813 3.6586 -1.5258
H -1.5668 4.0975 -2.2218
H -3.3001 3.8612 -1.8445
H -2.1008 4.0756 -0.5351
H 0.2963 -0.0444 -0.8738
C -1.5852 -1.9797 -1.3808
N -0.3860 -2.4490 -0.7379
C -0.4269 -3.0038 0.4898
O -1.4491 -3.2503 1.0928
C 0.9695 -3.3148 1.0516
N 1.6085 -2.1193 1.5633
C 2.1606 -1.1937 0.7479
O 2.1509 -1.3127 -0.4691
C 2.7699 -0.0267 1.4424
C 3.4867 -0.1972 2.6239
C 4.0554 0.9058 3.2360
C 3.9126 2.1762 2.6985
C 3.2002 2.3349 1.5227
C 2.6378 1.2422 0.8870
H 2.0791 1.3814 -0.0253
H 3.0794 3.3174 1.0946
H 4.3584 3.0237 3.1951
Cl 4.9560 0.6900 4.6974
H 3.6314 -1.1787 3.0496
H 1.4935 -1.9080 2.5411
H 0.8709 -4.0373 1.8616
H 1.5961 -3.7270 0.2556
H 0.5191 -2.1655 -1.1039
H -1.6182 -2.3582 -2.4100
H -2.4172 -2.4173 -0.8192
H -4.3633 -1.3871 -1.1799
H -4.8836 -0.1554 -2.3466
H -3.8229 -1.4809 -2.8755
```

Summary:
Net charge: 0
Multiplicity: 1
LUMO level: 0.4320 eV
SMILES string: Cn1c(CNC(=O)CNC(=O)c2cccc(Cl)c2)cc(=O)n(C)c1=O
HOMO energy: -0.3332 Ha

A molecular structure, C25H35B2N9Sb2V in a non-equilibrium geometry. Source: the OMol25 dataset; level of theory: ωB97M-V/def2-TZVPD.

XYZ file:
```
74
C25H35B2N9Sb2V ωB97M-V/def2-TZVPD
V -0.5670 0.3974 0.0800
C -1.7484 3.3094 2.8388
C -0.7655 2.5741 2.1921
N -1.3293 1.6164 1.4398
N -2.6712 1.7241 1.5984
C -2.9457 2.7364 2.4318
B -3.5496 0.8177 0.7094
N -3.1359 1.2363 -0.7406
C -3.8277 1.8394 -1.7139
C -2.9297 2.3163 -2.6618
C -1.6814 1.9573 -2.1797
N -1.8305 1.3085 -1.0229
N -3.0274 -0.6239 0.9875
C -3.6466 -1.6713 1.5402
C -2.6987 -2.6570 1.8008
C -1.4970 -2.1190 1.3709
N -1.7166 -0.8873 0.8970
N -5.0455 0.8354 0.8015
C -6.0347 1.4955 1.4412
C -7.2430 1.0994 0.8879
C -6.8981 0.1493 -0.0976
N -5.6095 -0.0278 -0.0898
H -1.6283 4.1433 3.5027
H 0.3059 2.7170 2.2416
H -3.9422 3.0251 2.7011
H -4.8962 1.9135 -1.7193
H -3.1586 2.8592 -3.5551
H -0.7029 2.1464 -2.5957
H -4.7014 -1.6910 1.7280
H -2.8569 -3.6139 2.2558
H -0.5136 -2.5651 1.3675
H -5.8801 2.1854 2.2437
H -8.2306 1.3823 1.1892
H -7.5446 -0.4261 -0.7265
C 1.9153 0.5109 3.8235
Sb 1.8960 -0.1696 1.7705
C 2.6674 -2.1702 2.0481
C 3.9312 0.8954 1.2506
C 4.8585 -0.0073 0.6541
C 5.7253 -0.7874 1.4327
C 6.4651 -1.8109 0.8797
C 6.3099 -2.1714 -0.4830
C 5.5377 -1.4036 -1.2978
C 4.9312 -0.2010 -0.7943
C 4.6139 0.8083 -1.6701
Sb 2.0365 0.3328 -2.2639
C 2.3130 -1.6568 -3.0426
C 1.7358 1.2052 -4.2214
H 2.7762 0.0720 4.3269
H 1.0053 0.1846 4.3269
H 1.9801 1.5979 3.8723
H 3.7528 -2.1231 2.1189
H 2.3918 -2.8292 1.2270
H 2.2705 -2.5657 2.9820
H 4.2113 1.2084 2.2492
H 3.5967 1.7215 0.6322
H 5.8244 -0.5625 2.4840
H 7.1571 -2.3709 1.4930
H 6.8352 -3.0336 -0.8657
H 5.4747 -1.6178 -2.3538
H 4.8659 0.7036 -2.7137
H 4.4760 1.8249 -1.3327
H 3.2115 -1.6538 -3.6546
H 1.4626 -1.8902 -3.6813
H 2.4037 -2.3990 -2.2548
H 2.5576 0.8890 -4.8652
H 1.7185 2.2927 -4.1658
H 0.7994 0.8358 -4.6429
B -1.8502 -2.4954 -2.6732
C -0.9660 -1.5928 -1.9270
N -0.3663 -0.8123 -1.2495
H -2.6769 -2.8373 -1.8813
H -2.3401 -1.9278 -3.5961
H -1.3633 -3.4936 -3.0878
```

Summary:
Net charge: +4
Multiplicity: 2
LUMO level (spin up / spin down): -14.7518 / -14.7496 eV
ΔE to the lowest compared entry with this formula, charge and spin: 38.9 kcal per mole
HOMO energy (spin up / spin down): -0.6529 / -0.6530 Ha

Number 1: E -188615.6544 eV. Number 2: E -142281.2207 eV. Number 3: E -43543.3362 eV. Number 4: E -79975.0328 eV.